(1)
Below is the ion C6H12N with charge +1, with properties calculated with wB97M-V/def2-TZVPD.

Computed properties:
LUMO: -6.119 eV
E: -290.167732 a.u.
largest force on an atom: 4.25 eV/Å
HOMO: -13.9 eV
gap between HOMO and LUMO: 0.2863 Ha

```
! RIJCOSX wB97M-V def2-TZVPD def2/J DEFGRID3
* xyz 1 1
C 1.52301 0.34876 -2.33887
C -0.40147 0.22959 0.80352
C -1.72340 -0.09949 1.24403
C 0.25204 -1.59722 -0.44690
C 0.39528 1.20841 1.53505
C -0.17671 -0.08699 -0.65364
N 0.63140 0.81526 -1.57483
H 1.91414 -0.59055 -2.68317
H 1.94313 1.17624 -2.83082
H -2.34165 -0.71514 0.67800
H -2.37024 0.73318 1.25502
H -1.90692 -0.15204 2.29384
H -0.18157 -1.92308 0.50183
H 0.05232 -2.11416 -1.37964
H 1.36099 -1.68038 -0.19016
H 1.54952 0.90683 1.74595
H 0.07458 1.60007 2.44213
H 0.54790 2.08488 0.90302
H -1.14233 -0.14417 -1.30437
*
```

(2)
Below is the molecule C15H16N2O3S, with properties calculated with wB97M-V/def2-TZVPD.

Computed properties:
LUMO: 0.632 eV
E: -1314.655490 a.u.
largest force on an atom: 1.35 eV/Å
HOMO: -8.5 eV
gap between HOMO and LUMO: 0.3342 Ha

```
! RIJCOSX wB97M-V def2-TZVPD def2/J DEFGRID3
* xyz 0 1
C 2.40125 -0.85008 -3.94350
C 3.42100 0.02993 -3.23721
O 2.83853 0.74283 -2.14072
C 2.74272 0.09648 -0.97983
O 3.09640 -1.03795 -0.80257
C 2.17349 1.00936 0.09314
C 1.33696 0.24851 1.06821
C 1.72518 -0.84956 1.76710
S 0.42735 -1.44787 2.73060
C -0.56204 -0.12719 2.10289
N -1.86100 -0.02943 2.50875
C -2.89796 0.72769 1.99755
O -3.98374 0.65138 2.52153
C -2.58315 1.59821 0.81041
C -2.10897 0.81533 -0.38746
C -2.54201 -0.48391 -0.61419
C -2.08737 -1.19377 -1.71222
C -1.20347 -0.60966 -2.60217
C -0.78428 0.69358 -2.39447
C -1.23515 1.39964 -1.29512
N 0.05182 0.64438 1.28047
H 1.58206 -0.24822 -4.32778
H 2.00492 -1.58611 -3.24841
H 2.88019 -1.36681 -4.77036
H 3.80572 0.80394 -3.90441
H 4.24666 -0.58124 -2.85838
H 3.02571 1.47076 0.60088
H 1.57470 1.78992 -0.37206
H 2.67225 -1.34580 1.75588
H -2.13503 -0.64314 3.26804
H -1.80970 2.31244 1.09784
H -3.49656 2.14508 0.55950
H -3.23882 -0.94520 0.07161
H -2.42488 -2.20738 -1.87192
H -0.84804 -1.16778 -3.45584
H -0.09897 1.16233 -3.08553
H -0.90231 2.41432 -1.13236
*
```

(3)
Below is the molecule C2H8NOP, with properties calculated with wB97M-V/def2-TZVPD.

Computed properties:
LUMO: 0.786 eV
E: -552.375030 a.u.
largest force on an atom: 4.22 eV/Å
HOMO: -9.8 eV
gap between HOMO and LUMO: 0.3900 Ha

```
! RIJCOSX wB97M-V def2-TZVPD def2/J DEFGRID3
* xyz 0 1
C -1.55900 -0.25942 -0.30924
P 0.30567 -0.56416 -0.06252
C 0.63764 0.57828 1.37645
N 1.16630 0.16443 -1.36128
O 0.62949 -1.99635 0.10103
H -1.79357 -0.60300 -1.41086
H -1.99954 -0.92972 0.37814
H -2.00245 0.71292 -0.03507
H 1.21515 -0.06107 2.09529
H 1.38879 1.38807 1.23184
H -0.28618 0.72611 1.80958
H 0.65455 1.06892 -1.59998
H 1.64315 -0.22501 -2.21336
*
```

(4)
Below is a structure of composition C34H37N8O8Sc, with properties calculated with wB97M-V/def2-TZVPD.

Computed properties:
LUMO: -0.602 eV
E: -3118.636390 a.u.
largest force on an atom: 0.39 eV/Å
HOMO: -7.9 eV
gap between HOMO and LUMO: 0.2692 Ha

```
! RIJCOSX wB97M-V def2-TZVPD def2/J DEFGRID3
* xyz 0 1
Sc 0.02064 -0.12775 -0.67850
O 0.46254 -2.11401 -0.51192
C 0.65713 -3.05054 0.36157
C 1.07606 -4.33441 -0.05410
C 1.27029 -5.35001 0.85304
C 1.05640 -5.15196 2.22161
C 0.65329 -3.90855 2.64942
C 0.45593 -2.84778 1.75176
C 0.02827 -1.57752 2.30370
N -0.15357 -0.48174 1.67641
C -0.66417 0.64958 2.44490
C -1.84638 1.22924 1.68686
N -1.39039 1.51520 0.33350
C -1.86336 2.53726 -0.26493
C -1.46143 2.95788 -1.59305
C -2.28304 3.81977 -2.32751
C -1.92166 4.24331 -3.58820
C -0.69211 3.82919 -4.10993
C 0.15354 3.01091 -3.39095
C -0.21359 2.53857 -2.11668
O 0.58497 1.76304 -1.43240
H 1.23483 -4.48959 -1.11396
H 1.59388 -6.32118 0.49774
H 1.20927 -5.95703 2.92668
H 0.48497 -3.72768 3.70605
H -0.16592 -1.60107 3.38306
H -0.95185 0.34988 3.45814
H 0.12355 1.40256 2.50451
H -2.64205 0.48186 1.63384
H -2.22938 2.12739 2.18113
H -2.62593 3.15115 0.22905
H -3.22442 4.14162 -1.89384
H -2.57108 4.89181 -4.15960
H -0.39209 4.16364 -5.09608
H 1.11134 2.69786 -3.78746
N 2.01193 2.17554 0.89789
C 2.83245 1.08854 0.67261
C 4.15005 1.06184 1.14443
C 4.93504 -0.03377 0.87067
C 4.41014 -1.07528 0.11350
C 3.10059 -0.97781 -0.30112
N 2.30346 0.06004 -0.00255
H 2.50681 3.00272 1.19177
H 1.37328 2.33410 0.11685
H 4.53661 1.90826 1.69680
H 5.95769 -0.06949 1.22433
H 4.99803 -1.94222 -0.14905
H 2.63902 -1.74999 -0.89952
C -2.37011 -4.33259 -1.08338
C -3.45755 -3.66827 -0.24393
N -4.00142 -2.45298 -0.84097
C -5.28962 -2.56004 -1.51437
C -5.21128 -3.20152 -2.89354
C -3.23839 -1.32582 -0.88796
C -3.75966 -0.16207 -1.68426
N -2.11168 -1.19907 -0.27177
H -1.93790 -5.17457 -0.54095
H -1.56512 -3.63610 -1.31762
H -2.77811 -4.70133 -2.02462
H -3.08113 -3.44199 0.75945
H -4.29242 -4.35514 -0.10087
H -5.73555 -1.57132 -1.58587
H -5.95075 -3.14348 -0.86883
H -4.53918 -2.64144 -3.54559
H -6.19769 -3.22499 -3.35822
H -4.84547 -4.22679 -2.83195
H -4.61740 0.29032 -1.18021
H -4.08129 -0.46367 -2.68098
H -2.97315 0.57373 -1.79028
H -1.85966 -2.03188 0.24834
O 1.22853 -0.60537 -2.89801
C 0.08107 -0.47283 -3.34012
O -0.93573 -0.31887 -2.58925
C -0.16486 -0.46121 -4.82351
C 0.89188 -0.64522 -5.70325
C 0.63514 -0.60708 -7.06076
C -0.62729 -0.39551 -7.58125
C -1.64995 -0.21939 -6.67045
C -1.44669 -0.24404 -5.30448
N -3.01812 0.00063 -7.18119
O -3.16419 0.06975 -8.38322
O -3.91574 0.06708 -6.36632
N 1.75482 -0.79982 -8.00651
O 1.49458 -0.78268 -9.19189
O 2.85762 -0.98176 -7.53743
H 1.88939 -0.80723 -5.32156
H -0.80403 -0.37020 -8.64480
H -2.26254 -0.08818 -4.61490
*
```